45
Properties=species:S:1:pos:R:3 method="wB97M-V/def2-TZVPD" e_homo_ha=-0.1563 largest_force_ha_per_bohr=0.02402 total_charge=-1 e_tot_ha=-1864.7929 de_lowest_kj_mol=42.2
Bi -0.97 1.16 -1.08
O 2.19 5.49 -4.61
C 1.58 4.60 -4.03
C 0.09 4.50 -3.91
O -0.73 5.18 -4.51
C -0.15 3.39 -2.99
C 1.06 2.73 -2.70
O 1.10 1.67 -1.97
C 2.18 3.44 -3.28
O 3.38 3.17 -3.19
O -1.28 3.01 -2.50
C -5.20 -0.79 1.41
C -3.75 -0.34 1.41
O -3.25 0.25 0.46
N -3.11 -0.58 2.57
C -1.69 -0.41 2.76
C -0.89 -1.54 2.22
C 0.46 -1.69 2.56
C 1.19 -2.70 1.97
C 0.56 -3.54 1.05
C -0.79 -3.32 0.80
N -1.49 -2.36 1.36
H -5.66 -0.56 0.45
H -5.74 -0.27 2.19
H -5.26 -1.86 1.59
H -3.58 -1.19 3.23
H -1.49 -0.25 3.82
H -1.39 0.56 2.24
H 0.92 -1.02 3.27
H 2.24 -2.83 2.19
H 1.10 -4.33 0.56
H -1.34 -3.96 0.12
N 4.19 0.03 0.80
C 3.14 -0.40 0.03
C 1.83 0.03 0.27
N 0.80 -0.50 -0.37
C 1.06 -1.44 -1.28
C 2.35 -1.80 -1.57
N 3.40 -1.31 -0.92
H 4.08 0.95 1.21
H 5.09 -0.15 0.39
H 1.60 0.81 0.98
H 0.20 -1.87 -1.78
H 2.58 -2.52 -2.35
Te -0.62 2.59 1.09